DFT (ωB97M-V/def2-TZVPD) results for a 14-piece molecular cluster, C84H196N7O35P7 overall at a distorted geometry.

The calculation puts the HOMO-LUMO gap at 8.21 eV. The calculation puts the HOMO energy at -7.83 eV. The largest force on an atom comes out at 4.32 eV/Å. The calculation puts the energy at -8724.57485 Ha.

Last columns: bonded neighbours and bond lengths (Å).
Positions of all 329 atoms, in Å:
1 C -2.2765 -35.0366 -11.4934  C2 1.565, H12 1.078, H13 1.140, H14 1.097
2 C -1.9153 -36.5577 -11.4193  C1 1.565, C3 1.549, N7 1.485, C11 1.518
3 C -2.7881 -37.2911 -12.4673  C2 1.549, C4 1.549, H15 1.100, H16 1.087
4 C -2.3467 -38.7112 -12.9003  C3 1.549, C5 1.494, H17 1.101, H18 1.084
5 C -0.8781 -38.6316 -13.1605  C4 1.494, C6 1.557, H19 1.118, H20 1.083
6 C 0.0725 -38.0662 -12.0652  C5 1.557, N7 1.469, C9 1.566, C10 1.519
7 N -0.4924 -36.7356 -11.8065  C2 1.485, C6 1.469, O8 1.435
8 O 0.2819 -36.0280 -10.8268  N7 1.435, H30 0.961
9 C 0.1985 -38.9736 -10.7954  C6 1.566, H21 1.092, H22 1.099, H23 1.045
10 C 1.4252 -37.8090 -12.7064  C6 1.519, H24 1.096, H25 1.099, H26 1.103
11 C -2.1864 -37.1699 -10.0568  C2 1.518, H27 1.097, H28 1.111, H29 1.083
12 H -3.3541 -35.0369 -11.4790  C1 1.078
13 H -1.9279 -34.6247 -12.4980  C1 1.140
14 H -1.9752 -34.3959 -10.6550  C1 1.097
15 H -3.8190 -37.2464 -12.0858  C3 1.100
16 H -2.6886 -36.7078 -13.3787  C3 1.087
17 H -2.9770 -39.0149 -13.7509  C4 1.101
18 H -2.5146 -39.3947 -12.0755  C4 1.084
19 H -0.7192 -37.9397 -14.0239  C5 1.118
20 H -0.4833 -39.5990 -13.4463  C5 1.083
21 H 0.6531 -39.9151 -11.1094  C9 1.092
22 H 0.8289 -38.4741 -10.0470  C9 1.099
23 H -0.7067 -39.2361 -10.3433  C9 1.045
24 H 1.8365 -38.7556 -13.0742  C10 1.096
25 H 1.2720 -37.0579 -13.4934  C10 1.099
26 H 2.1996 -37.4194 -12.0244  C10 1.103
27 H -1.3393 -37.0150 -9.3773  C11 1.097
28 H -2.2462 -38.2784 -10.0273  C11 1.111
29 H -3.0541 -36.7735 -9.5435  C11 1.083
30 H 0.7307 -35.3158 -11.2914  O8 0.961
31 C -10.5555 -31.5986 -5.2061  C32 1.534, H42 1.077, H43 1.149, H44 1.110
32 C -10.9954 -30.5206 -6.2043  C31 1.534, C33 1.557, N37 1.463, C41 1.596
33 C -9.6941 -30.2257 -7.0066  C32 1.557, C34 1.490, H45 1.069, H46 1.064
34 C -9.9054 -29.3273 -8.1761  C33 1.490, C35 1.559, H47 1.083, H48 1.107
35 C -10.8947 -30.1435 -9.0619  C34 1.559, C36 1.530, H49 1.078, H50 1.076
36 C -12.2577 -30.3337 -8.3929  C35 1.530, N37 1.429, C39 1.572, C40 1.581
37 N -11.9797 -31.0148 -7.1673  C32 1.463, C36 1.429, O38 1.440
38 O -13.1142 -31.5147 -6.4341  N37 1.440, H60 0.941
39 C -13.1966 -29.1059 -8.1045  C36 1.572, H51 1.113, H52 1.087, H53 1.075
40 C -13.0982 -31.3024 -9.3175  C36 1.581, H54 1.062, H55 1.104, H56 1.080
41 C -11.5298 -29.3166 -5.3023  C32 1.596, H57 1.057, H58 1.062, H59 1.086
42 H -10.0426 -31.0548 -4.4301  C31 1.077
43 H -9.8146 -32.3654 -5.6356  C31 1.149
44 H -11.3927 -32.0919 -4.6701  C31 1.110
45 H -8.9609 -29.8206 -6.3417  C33 1.069
46 H -9.2964 -31.1022 -7.4595  C33 1.064
47 H -9.0786 -29.0733 -8.8272  C34 1.083
48 H -10.3631 -28.3800 -7.8303  C34 1.107
49 H -10.4712 -31.0884 -9.3611  C35 1.078
50 H -11.1879 -29.5910 -9.9380  C35 1.076
51 H -13.6389 -28.6812 -9.0338  C39 1.113
52 H -14.0460 -29.5480 -7.5906  C39 1.087
53 H -12.7231 -28.2674 -7.6264  C39 1.075
54 H -12.5616 -32.1540 -9.6559  C40 1.062
55 H -14.0555 -31.5263 -8.8148  C40 1.104
56 H -13.3302 -30.7936 -10.2419  C40 1.080
57 H -11.5405 -28.3455 -5.7190  C41 1.057
58 H -11.0086 -29.2736 -4.3779  C41 1.062
59 H -12.5674 -29.5518 -5.0833  C41 1.086
60 H -13.0739 -32.4545 -6.4591  O38 0.941
61 C -4.4639 -29.2853 -5.9546  C62 1.535, H72 1.106, H73 1.058, H74 1.073
62 C -4.2199 -30.7910 -5.7875  C61 1.535, C63 1.529, N67 1.498, C71 1.516
63 C -2.9917 -31.0838 -4.9252  C62 1.529, C64 1.492, H75 1.128, H76 1.122
64 C -3.2246 -30.6861 -3.5063  C63 1.492, C65 1.514, H77 1.089, H78 1.139
65 C -4.3390 -31.5632 -2.9773  C64 1.514, C66 1.507, H79 1.053, H80 1.152
66 C -5.6320 -31.2939 -3.7030  C65 1.507, N67 1.490, C69 1.532, C70 1.598
67 N -5.3665 -31.5165 -5.1527  C62 1.498, C66 1.490, O68 1.480
68 O -6.6259 -31.1637 -5.8444  N67 1.480, H90 0.934
69 C -6.6237 -32.3114 -3.1302  C66 1.532, H81 1.068, H82 1.072, H83 1.081
70 C -6.1135 -29.8240 -3.2998  C66 1.598, H84 1.072, H85 1.073, H86 1.103
71 C -4.0569 -31.4781 -7.1291  C62 1.516, H87 1.127, H88 1.083, H89 1.134
72 H -4.0024 -28.6733 -5.1567  C61 1.106
73 H -5.4930 -29.0445 -5.9030  C61 1.058
74 H -3.9578 -28.9677 -6.8457  C61 1.073
75 H -2.6725 -32.1657 -4.9337  C63 1.128
76 H -2.0888 -30.5591 -5.3350  C63 1.122
77 H -3.4509 -29.6347 -3.3355  C64 1.089
78 H -2.2323 -30.7669 -2.9529  C64 1.139
79 H -4.6033 -31.3261 -1.9863  C65 1.053
80 H -4.1128 -32.6871 -3.0917  C65 1.152
81 H -6.7409 -32.1863 -2.0756  C69 1.068
82 H -7.6114 -32.1679 -3.5207  C69 1.072
83 H -6.3941 -33.3435 -3.3567  C69 1.081
84 H -7.1244 -29.6427 -3.6055  C70 1.072
85 H -5.9776 -29.6178 -2.2556  C70 1.073
86 H -5.4516 -29.0814 -3.7767  C70 1.103
87 H -3.8249 -32.5468 -6.8587  C71 1.127
88 H -3.2403 -31.0303 -7.6827  C71 1.083
89 H -5.0015 -31.4516 -7.7566  C71 1.134
90 H -7.0418 -31.9809 -6.0220  O68 0.934
91 C -10.1218 -25.5783 -4.8623  C92 1.537, H102 1.087, H103 1.132, H104 1.114
92 C -8.6525 -25.1365 -4.9488  C91 1.537, C93 1.514, N97 1.515, C101 1.526
93 C -7.7513 -26.2838 -4.5453  C92 1.514, C94 1.539, H105 1.088, H106 1.096
94 C -6.2662 -26.1502 -4.9250  C93 1.539, C95 1.568, H107 1.108, H108 1.105
95 C -6.1894 -25.9423 -6.4768  C94 1.568, C96 1.526, H109 1.094, H110 1.103
96 C -6.9107 -24.6785 -6.9355  C95 1.526, N97 1.538, C99 1.495, C100 1.553
97 N -8.3454 -24.7964 -6.3931  C92 1.515, C96 1.538, O98 1.503
98 O -9.2245 -23.6337 -6.7606  N97 1.503, H120 0.954
99 C -6.1656 -23.4274 -6.5978  C96 1.495, H111 1.097, H112 1.086, H113 1.108
100 C -6.9730 -24.8340 -8.4790  C96 1.553, H114 1.102, H115 1.136, H116 1.073
101 C -8.3130 -23.9273 -4.0820  C92 1.526, H117 1.083, H118 1.045, H119 1.070
102 H -10.8079 -24.7377 -4.7929  C91 1.087
103 H -10.1900 -26.1102 -3.8650  C91 1.132
104 H -10.3767 -26.2524 -5.7123  C91 1.114
105 H -7.8617 -26.3333 -3.4638  C93 1.088
106 H -8.1350 -27.2631 -4.8524  C93 1.096
107 H -5.6291 -27.0094 -4.6348  C94 1.108
108 H -5.8173 -25.2897 -4.3961  C94 1.105
109 H -6.5579 -26.7869 -7.0655  C95 1.094
110 H -5.1325 -25.8205 -6.7667  C95 1.103
111 H -6.8250 -22.5996 -6.8869  C99 1.097
112 H -6.0487 -23.3057 -5.5253  C99 1.086
113 H -5.1387 -23.3881 -7.0117  C99 1.108
114 H -6.0398 -25.3049 -8.8274  C100 1.102
115 H -7.8058 -25.5228 -8.8303  C100 1.136
116 H -7.0192 -23.9050 -9.0146  C100 1.073
117 H -8.5613 -24.0389 -3.0341  C101 1.083
118 H -8.7113 -23.0318 -4.4447  C101 1.045
119 H -7.2585 -23.7826 -3.9749  C101 1.070
120 H -9.8381 -24.0766 -7.3410  O98 0.954
121 C -8.8508 -33.0932 -13.7314  C122 1.542, H132 1.061, H133 1.110, H134 1.125
122 C -8.8704 -32.7497 -15.2348  C121 1.542, C123 1.523, N127 1.456, C131 1.527
123 C -7.8612 -31.6501 -15.5370  C122 1.523, C124 1.548, H135 1.102, H136 1.106
124 C -7.5160 -31.4466 -17.0318  C123 1.548, C125 1.512, H137 1.062, H138 1.056
125 C -7.0707 -32.7748 -17.6020  C124 1.512, C126 1.551, H139 1.103, H140 1.124
126 C -8.0503 -33.9580 -17.3861  C125 1.551, N127 1.524, C129 1.561, C130 1.516
127 N -8.4058 -33.9567 -15.9040  C122 1.456, C126 1.524, O128 1.510
128 O -9.5261 -34.9554 -15.7379  N127 1.510, H150 0.947
129 C -9.2324 -33.9515 -18.4057  C126 1.561, H141 1.106, H142 1.078, H143 1.092
130 C -7.3452 -35.2775 -17.6302  C126 1.516, H144 1.199, H145 1.130, H146 1.094
131 C -10.2742 -32.3145 -15.6484  C122 1.527, H147 1.096, H148 1.131, H149 1.128
132 H -9.6807 -33.7195 -13.5188  C121 1.061
133 H -8.9222 -32.2309 -13.0353  C121 1.110
134 H -7.8977 -33.6147 -13.4409  C121 1.125
135 H -8.1924 -30.7552 -14.9851  C123 1.102
136 H -6.8985 -31.8665 -15.0371  C123 1.106
137 H -6.7728 -30.6885 -17.0309  C124 1.062
138 H -8.3034 -31.0024 -17.5772  C124 1.056
139 H -6.1129 -33.0604 -17.1348  C125 1.103
140 H -6.9358 -32.6892 -18.7141  C125 1.124
141 H -10.0722 -34.5985 -18.0903  C129 1.106
142 H -9.6241 -32.9925 -18.7037  C129 1.078
143 H -8.7996 -34.4933 -19.2493  C129 1.092
144 H -8.1893 -36.1163 -17.4847  C130 1.199
145 H -6.9722 -35.2530 -18.6965  C130 1.130
146 H -6.4826 -35.3150 -16.9592  C130 1.094
147 H -11.0090 -33.0755 -15.3625  C131 1.096
148 H -10.4124 -32.1120 -16.7526  C131 1.131
149 H -10.5456 -31.3308 -15.1673  C131 1.128
150 H -9.1508 -35.4633 -15.0327  O128 0.947
151 C 4.1134 -34.3511 -13.0020  C152 1.522, H162 1.081, H163 1.117, H164 1.081
152 C 3.5759 -33.4611 -11.8906  C151 1.522, C153 1.527, N157 1.507, C161 1.497
153 C 4.5571 -32.2941 -11.7988  C152 1.527, C154 1.561, H165 1.133, H166 1.065
154 C 4.1516 -31.0865 -10.8967  C153 1.561, C155 1.526, H167 1.106, H168 1.076
155 C 2.8282 -30.5885 -11.4694  C154 1.526, C156 1.548, H169 1.120, H170 1.094
156 C 1.7139 -31.6591 -11.5566  C155 1.548, N157 1.501, C159 1.515, C160 1.535
157 N 2.2629 -32.8438 -12.2974  C152 1.507, C156 1.501, O158 1.447
158 O 1.2065 -33.8205 -12.4553  N157 1.447, H180 0.981
159 C 1.1491 -32.0490 -10.2057  C156 1.515, H171 1.081, H172 1.156, H173 1.150
160 C 0.5855 -31.0146 -12.3738  C156 1.535, H174 1.062, H175 1.088, H176 1.059
161 C 3.4855 -34.2911 -10.6476  C152 1.497, H177 1.080, H178 1.107, H179 1.154
162 H 4.0998 -33.8489 -13.9597  C151 1.081
163 H 3.5640 -35.3210 -13.0803  C151 1.117
164 H 5.1116 -34.7113 -12.7957  C151 1.081
165 H 5.5796 -32.6983 -11.5252  C153 1.133
166 H 4.7715 -31.9205 -12.7727  C153 1.065
167 H 4.9598 -30.3328 -10.9348  C154 1.106
168 H 4.0578 -31.3738 -9.8640  C154 1.076
169 H 3.1657 -30.3873 -12.5184  C155 1.120
170 H 2.3667 -29.6812 -11.0675  C155 1.094
171 H 1.1473 -33.1237 -10.0909  C159 1.081
172 H 1.6773 -31.5428 -9.3109  C159 1.156
173 H 0.0332 -31.7807 -10.1279  C159 1.150
174 H -0.1858 -31.7438 -12.4086  C160 1.062
175 H 0.1910 -30.1740 -11.8075  C160 1.088
176 H 0.8475 -30.6578 -13.3353  C160 1.059
177 H 3.3631 -33.6979 -9.7530  C161 1.080
178 H 4.3833 -34.9173 -10.4795  C161 1.107
179 H 2.5991 -35.0250 -10.7364  C161 1.154
180 H 1.1904 -34.0443 -13.4102  O158 0.981
181 C -2.6728 -31.4761 -10.9721  C182 1.490, H192 1.118, H193 1.094, H194 1.096
182 C -4.0797 -31.1533 -11.3422  C181 1.490, C183 1.561, N187 1.467, C191 1.504
183 C -4.9692 -32.3552 -10.8957  C182 1.561, C184 1.537, H195 1.089, H196 1.074
184 C -6.4540 -32.0486 -11.1491  C183 1.537, C185 1.515, H197 1.037, H198 1.068
185 C -6.7598 -30.8538 -10.2689  C184 1.515, C186 1.549, H199 1.107, H200 1.127
186 C -5.9193 -29.5660 -10.4566  C185 1.549, N187 1.525, C189 1.503, C190 1.493
187 N -4.4668 -30.0302 -10.4817  C182 1.467, C186 1.525, O188 1.479
188 O -3.6914 -28.8214 -10.8330  N187 1.479, H210 0.967
189 C -6.3900 -28.8760 -11.7061  C186 1.503, H201 1.122, H202 1.035, H203 1.104
190 C -6.0211 -28.6484 -9.2827  C186 1.493, H204 1.105, H205 1.101, H206 1.073
191 C -4.1054 -30.9569 -12.8333  C182 1.504, H207 1.133, H208 1.052, H209 1.070
192 H -2.4047 -32.4404 -11.4713  C181 1.118
193 H -2.5245 -31.6102 -9.8966  C181 1.094
194 H -1.9896 -30.7776 -11.4696  C181 1.096
195 H -4.5048 -33.2568 -11.2914  C183 1.089
196 H -4.8112 -32.5196 -9.8458  C183 1.074
197 H -7.1524 -32.7953 -10.9749  C184 1.037
198 H -6.5756 -31.7472 -12.1668  C184 1.068
199 H -6.7428 -31.2873 -9.2499  C185 1.107
200 H -7.8611 -30.6741 -10.4304  C185 1.127
201 H -6.7871 -29.5240 -12.5317  C189 1.122
202 H -7.1600 -28.2778 -11.3587  C189 1.035
203 H -5.6438 -28.2110 -12.1753  C189 1.104
204 H -5.2003 -27.9150 -9.3805  C190 1.105
205 H -6.9968 -28.1654 -9.1185  C190 1.101
206 H -5.7826 -29.2447 -8.4231  C190 1.073
207 H -3.8463 -31.9554 -13.3010  C191 1.133
208 H -3.3402 -30.3249 -13.1835  C191 1.052
209 H -5.0219 -30.6202 -13.2718  C191 1.070
210 H -3.6376 -28.7164 -11.7927  O188 0.967
211 C -4.5453 -35.6037 -3.7732  O212 1.408, H219 1.092, H220 1.063, H221 1.071
212 O -3.3090 -35.9043 -4.3757  C211 1.408, P213 1.656
213 P -3.2100 -36.0021 -6.0254  O212 1.656, O214 1.475, O215 1.590, O217 1.547
214 O -4.4987 -36.3315 -6.6621  P213 1.475
215 O -2.0736 -37.1093 -6.1280  P213 1.590, C216 1.484
216 C -2.5763 -38.4300 -6.5810  O215 1.484, H222 1.064, H223 1.088, H224 1.087
217 O -2.4965 -34.6784 -6.3877  P213 1.547, C218 1.414
218 C -2.1348 -34.3745 -7.7204  O217 1.414, H225 1.078, H226 1.109, H227 1.089
219 H -4.9593 -34.6313 -4.0498  C211 1.092
220 H -4.4426 -35.5806 -2.7152  C211 1.063
221 H -5.3385 -36.2599 -4.0701  C211 1.071
222 H -2.7759 -39.0001 -5.7053  C216 1.064
223 H -1.7489 -38.9371 -7.0722  C216 1.088
224 H -3.4977 -38.3540 -7.1518  C216 1.087
225 H -1.3439 -33.6552 -7.5849  C218 1.078
226 H -2.9875 -33.8715 -8.2195  C218 1.109
227 H -1.7963 -35.2134 -8.3263  C218 1.089
228 C 0.8621 -27.5300 -14.8519  O229 1.455, H236 1.128, H237 1.096, H238 1.041
229 O -0.3886 -28.2102 -14.5523  C228 1.455, P230 1.573
230 P -1.4937 -27.3909 -13.7902  O229 1.573, O231 1.481, O232 1.560, O234 1.565
231 O -2.7571 -28.1577 -13.6945  P230 1.481
232 O -0.7493 -26.9795 -12.4825  P230 1.560, C233 1.513
233 C -1.3762 -26.1406 -11.3912  O232 1.513, H239 1.111, H240 1.100, H241 1.092
234 O -1.6508 -26.0536 -14.5881  P230 1.565, C235 1.435
235 C -2.8222 -25.7265 -15.3504  O234 1.435, H242 1.096, H243 1.068, H244 1.067
236 H 1.2649 -28.2578 -15.6132  C228 1.128
237 H 1.4982 -27.6372 -13.9662  C228 1.096
238 H 0.7620 -26.5603 -15.2182  C228 1.041
239 H -1.4687 -25.1679 -11.9201  C233 1.111
240 H -0.6807 -26.1012 -10.5398  C233 1.100
241 H -2.3919 -26.4904 -11.1954  C233 1.092
242 H -2.4585 -25.0591 -16.1403  C235 1.096
243 H -3.5032 -25.2136 -14.7076  C235 1.068
244 H -3.3527 -26.5430 -15.7865  C235 1.067
245 C -4.7774 -25.7579 -11.8170  O246 1.441, H253 1.103, H254 1.093, H255 1.083
246 O -4.5730 -24.3833 -12.1980  C245 1.441, P247 1.569
247 P -3.6762 -23.4614 -11.2985  O246 1.569, O248 1.481, O249 1.607, O251 1.579
248 O -3.2633 -24.0493 -10.0039  P247 1.481
249 O -2.5030 -23.1086 -12.3382  P247 1.607, C250 1.410
250 C -1.6805 -21.9632 -12.3090  O249 1.410, H256 1.075, H257 1.144, H258 1.073
251 O -4.4070 -22.0698 -11.1427  P247 1.579, C252 1.472
252 C -5.0182 -21.4931 -9.9346  O251 1.472, H259 1.100, H260 1.094, H261 1.110
253 H -4.1233 -26.4408 -12.3848  C245 1.103
254 H -5.7931 -26.0069 -12.1340  C245 1.093
255 H -4.6044 -25.8986 -10.7569  C245 1.083
256 H -2.0720 -21.0912 -12.8004  C250 1.075
257 H -0.7725 -22.2285 -12.9530  C250 1.144
258 H -1.3542 -21.7453 -11.3107  C250 1.073
259 H -5.6991 -22.1746 -9.4033  C252 1.100
260 H -5.3960 -20.5075 -10.2206  C252 1.094
261 H -4.1249 -21.2694 -9.3156  C252 1.110
262 C -1.0325 -28.4015 -8.6025  O263 1.465, H270 1.097, H271 1.082, H272 1.090
263 O -1.2406 -27.1254 -7.9129  C262 1.465, P264 1.592
264 P 0.0184 -26.5541 -7.1242  O263 1.592, O265 1.483, O266 1.653, O268 1.588
265 O 0.4816 -27.4949 -6.0758  P264 1.483
266 O 1.1109 -26.1462 -8.2958  P264 1.653, C267 1.485
267 C 2.3819 -25.6141 -7.7413  O266 1.485, H273 1.070, H274 1.061, H275 1.108
268 O -0.5079 -25.1414 -6.6243  P264 1.588, C269 1.399
269 C -1.1344 -24.2246 -7.4750  O268 1.399, H276 1.093, H277 1.091, H278 1.091
270 H -0.5114 -28.2603 -9.5575  C262 1.097
271 H -1.9986 -28.8631 -8.7608  C262 1.082
272 H -0.4940 -28.9758 -7.8484  C262 1.090
273 H 2.5047 -24.6053 -8.0757  C267 1.070
274 H 3.2199 -26.1963 -8.0329  C267 1.061
275 H 2.3412 -25.5899 -6.6347  C267 1.108
276 H -2.1081 -24.6141 -7.7838  C269 1.093
277 H -0.5225 -23.9841 -8.3460  C269 1.091
278 H -1.3389 -23.3503 -6.8548  C269 1.091
279 C -4.7478 -28.8814 -16.1095  O280 1.441, H287 1.124, H288 1.076, H289 1.089
280 O -5.9787 -28.7400 -15.3740  C279 1.441, P281 1.504
281 P -6.8473 -27.5324 -15.5992  O280 1.504, O282 1.455, O283 1.556, O285 1.554
282 O -7.1972 -27.3442 -16.9990  P281 1.455
283 O -8.0374 -27.7720 -14.6256  P281 1.556, C284 1.455
284 C -9.4363 -27.4084 -14.7889  O283 1.455, H290 1.149, H291 1.100, H292 1.065
285 O -5.9515 -26.4397 -14.9528  P281 1.554, C286 1.452
286 C -6.3085 -25.0408 -15.1093  O285 1.452, H293 1.070, H294 1.098, H295 1.108
287 H -4.8049 -29.9263 -16.5185  C279 1.124
288 H -3.9116 -28.7552 -15.4445  C279 1.076
289 H -4.7394 -28.3052 -17.0330  C279 1.089
290 H -9.9170 -27.8215 -15.7470  C284 1.149
291 H -9.5609 -26.3165 -14.8257  C284 1.100
292 H -9.8089 -27.7867 -13.8661  C284 1.065
293 H -7.3446 -24.8150 -14.9663  C286 1.070
294 H -6.0947 -24.6866 -16.1263  C286 1.098
295 H -5.5835 -24.4475 -14.5172  C286 1.108
296 C -6.7925 -34.6497 -7.1579  O297 1.500, H304 1.101, H305 1.068, H306 1.063
297 O -7.7912 -33.6871 -7.7291  C296 1.500, P298 1.619
298 P -8.7214 -34.1861 -8.9568  O297 1.619, O299 1.440, O300 1.590, O302 1.563
299 O -9.3876 -33.0256 -9.4888  P298 1.440
300 O -7.6871 -34.9315 -9.9061  P298 1.590, C301 1.433
301 C -7.7301 -36.2420 -10.4855  O300 1.433, H307 1.091, H308 1.089, H309 1.101
302 O -9.5773 -35.4122 -8.5010  P298 1.563, C303 1.450
303 C -10.8564 -35.0696 -7.9099  O302 1.450, H310 1.098, H311 1.086, H312 1.100
304 H -7.4295 -35.4558 -6.7619  C296 1.101
305 H -6.1955 -34.0443 -6.5112  C296 1.068
306 H -6.1795 -34.9783 -7.9616  C296 1.063
307 H -7.8793 -37.0349 -9.7514  C301 1.091
308 H -6.7434 -36.5179 -10.8540  C301 1.089
309 H -8.4551 -36.3452 -11.3079  C301 1.101
310 H -10.6985 -34.5537 -6.9539  C303 1.098
311 H -11.3136 -36.0352 -7.7151  C303 1.086
312 H -11.4193 -34.3519 -8.5244  C303 1.100
313 C -5.0706 -34.5116 -14.3445  O314 1.523, H321 1.057, H322 1.121, H323 1.115
314 O -3.6407 -34.1008 -14.6724  C313 1.523, P315 1.596
315 P -3.3281 -33.1853 -15.9419  O314 1.596, O316 1.487, O317 1.632, O319 1.597
316 O -4.2583 -32.0834 -16.3062  P315 1.487
317 O -1.8123 -32.7238 -15.5515  P315 1.632, C318 1.455
318 C -0.7378 -33.6778 -15.3228  O317 1.455, H324 1.142, H325 1.091, H326 1.104
319 O -3.1136 -34.3215 -17.0434  P315 1.597, C320 1.522
320 C -3.4236 -34.0053 -18.4994  O319 1.522, H327 1.085, H328 1.075, H329 1.091
321 H -5.5381 -33.6604 -13.9281  C313 1.057
322 H -4.9813 -35.3755 -13.6353  C313 1.121
323 H -5.6439 -34.7429 -15.2723  C313 1.115
324 H -0.5726 -34.3285 -16.2462  C318 1.142
325 H -0.9465 -34.2787 -14.4366  C318 1.091
326 H 0.1705 -33.0945 -15.0894  C318 1.104
327 H -3.6485 -34.8697 -19.1162  C320 1.085
328 H -2.4917 -33.5854 -18.8318  C320 1.075
329 H -4.2352 -33.2762 -18.4766  C320 1.091